Entry 1:
Below is a cluster of 2 separate species, C5H14 in total at a distorted geometry, with properties calculated with the ωB97M-V functional and the def2-TZVPD basis.

```
19
Properties=species:S:1:pos:R:3
C -0.51547 2.58754 1.13914
C -0.20208 1.48233 0.09552
C -1.35140 0.61301 -0.38665
H -0.64625 3.50027 0.55100
H 0.27364 2.70440 1.87551
H -1.46751 2.54179 1.67608
H 0.32942 1.97402 -0.72164
H 0.58367 0.85775 0.52907
H -2.28909 1.12594 -0.58029
H -1.03326 0.20440 -1.34884
H -1.44657 -0.20099 0.33077
C 1.04213 -2.11832 -1.14675
C 0.86591 -2.26697 0.36549
H 1.65956 -1.23549 -1.35187
H 1.61298 -2.95588 -1.54461
H 0.10151 -1.97676 -1.67176
H 0.78105 -1.33782 0.92882
H 1.76850 -2.67526 0.82559
H -0.06674 -2.82399 0.43542
```

Molar mass = 74.167 Da
Total charge = 0
Spin multiplicity = 1
ΔE to the lowest compared entry with this formula, charge and spin = 12.6 kcal per mole
E = -5411.5031 eV
Gap between HOMO and LUMO = 12.28 eV

---

Entry 2:
Below is a structure of composition C33H26N3O3PS4SbSc at a distorted geometry, with properties calculated with the ωB97M-V functional and the def2-TZVPD basis.

```
72
Properties=species:S:1:pos:R:3
Sc -0.67908 0.58145 0.09822
O -1.60293 -1.11374 0.06941
C -2.51488 -1.85775 0.59619
C -3.07566 -2.92816 -0.13812
C -4.03767 -3.74492 0.40990
C -4.49027 -3.54385 1.71718
C -3.95077 -2.51302 2.45815
C -2.96158 -1.67177 1.94011
C -2.36464 -0.65346 2.77593
N -1.36016 0.02235 2.37483
N -0.76368 0.89449 3.25899
C 0.24118 1.47824 2.65827
O 0.60976 1.23393 1.44988
C 0.97846 2.52902 3.40811
C 0.65991 2.87227 4.71986
C 1.32940 3.91231 5.34430
C 2.34023 4.59553 4.67896
C 2.66195 4.25151 3.37370
C 1.97075 3.23486 2.73528
H -2.72010 -3.07641 -1.14995
H -4.43989 -4.56426 -0.17632
H -5.25095 -4.19233 2.13550
H -4.28284 -2.35021 3.47946
H -2.77209 -0.49315 3.77826
H -0.11612 2.31467 5.22642
H 1.06029 4.20571 6.35283
H 2.86623 5.40692 5.16979
H 3.44661 4.77908 2.84433
H 2.17030 2.97071 1.70705
S -1.34282 1.12729 -4.65876
Sb -1.29142 2.55469 -2.82897
S 0.68706 1.81124 -1.66809
S -2.90830 1.39746 -1.24393
S -2.33890 2.48306 0.41592
O -0.75512 -1.45093 -3.43121
N 0.47633 -1.65463 -2.90875
C 1.43346 -1.12325 -3.54713
C 2.79354 -1.25424 -3.03864
C 3.80102 -1.43470 -3.99052
C 5.11918 -1.59605 -3.62171
C 5.46261 -1.53151 -2.28401
C 4.48777 -1.31779 -1.32737
C 3.13381 -1.18877 -1.65666
P 1.90922 -0.87496 -0.28953
C 1.89707 -2.54403 0.51866
C 0.74371 -2.86700 1.23342
C 0.62564 -4.08589 1.88628
C 1.68445 -4.98042 1.87675
C 2.85364 -4.65276 1.20454
C 2.95249 -3.45437 0.51356
C 3.12936 -0.05371 0.83683
C 3.80797 1.06631 0.34940
C 4.70404 1.75428 1.15093
C 4.91102 1.36109 2.46648
C 4.21606 0.27227 2.96810
C 3.33188 -0.43164 2.16116
H -0.69911 -0.80031 -4.19163
H 1.26265 -0.58423 -4.47897
H 3.51874 -1.47660 -5.03575
H 5.88097 -1.75188 -4.37658
H 6.49859 -1.63727 -1.98314
H 4.79154 -1.22558 -0.29298
H -0.06669 -2.15234 1.25647
H -0.29900 -4.34413 2.38840
H 1.59769 -5.93453 2.38401
H 3.69265 -5.33981 1.21041
H 3.85875 -3.23658 -0.03250
H 3.60838 1.40115 -0.66289
H 5.23900 2.61077 0.75591
H 5.60069 1.90542 3.10078
H 4.36493 -0.02873 3.99889
H 2.79581 -1.28022 2.56827
```

Molar mass = 838.547 Da
Total charge = -2
Spin multiplicity = 1
ΔE to the lowest compared entry with this formula, charge and spin = 21.7 kcal per mole
E = -125130.8468 eV
Gap between HOMO and LUMO = 5.51 eV

---

Entry 3:
Below is an isolated molecule of C5H8O at a distorted geometry, with properties calculated with the ωB97M-V functional and the def2-TZVPD basis.

```
14
Properties=species:S:1:pos:R:3
C -0.44937 -1.46776 -0.86382
C -0.26889 -0.48241 0.01716
C -1.28402 -0.28288 1.10970
C 0.55894 0.78404 -0.27924
C 1.72969 0.70379 -0.89953
O 0.25633 1.79480 0.59730
H -1.06286 -2.31834 -0.61495
H 0.29471 -1.67353 -1.61472
H -1.91459 -1.16013 1.23071
H -1.94723 0.54735 0.87021
H -0.79202 -0.04189 2.05022
H 1.63758 -0.47912 -1.03865
H 2.31555 1.59132 -1.09040
H 0.92618 2.48475 0.52600
```

Molar mass = 84.118 Da
Total charge = 0
Spin multiplicity = 1
ΔE to the lowest compared entry with this formula, charge and spin = 63.5 kcal per mole
E = -7359.5029 eV
Gap between HOMO and LUMO = 9.39 eV

---

Entry 4:
Below is the ion C3H5BrN3 with charge +1 at a distorted geometry, with properties calculated with the ωB97M-V functional and the def2-TZVPD basis.

```
12
Properties=species:S:1:pos:R:3
C -1.60261 -0.56582 -0.07490
N -0.32009 0.08830 0.02817
C -0.05712 1.35103 0.06756
N 1.47248 1.42360 0.08041
C 1.82955 0.20466 0.00449
Br 3.57368 -0.39063 0.00364
N 0.77571 -0.70700 0.04002
H -1.47319 -1.42685 -0.55514
H -1.93518 -0.58589 1.01811
H -2.39710 -0.05140 -0.59720
H -0.60398 2.31301 0.11070
H 0.73785 -1.65301 -0.12585
```

Molar mass = 162.998 Da
Total charge = +1
Spin multiplicity = 1
ΔE to the lowest compared entry with this formula, charge and spin = 22.0 kcal per mole
E = -77695.9311 eV
Gap between HOMO and LUMO = 10.53 eV

---

Entry 5:
Below is an isolated molecule of C4H9NS at a distorted geometry, with properties calculated with the ωB97M-V functional and the def2-TZVPD basis.

```
15
Properties=species:S:1:pos:R:3
C -1.37031 0.22594 0.78051
C -1.29083 -0.33553 -0.58982
C -1.19541 0.54436 -1.77694
C 2.55268 -0.48534 0.98938
N 0.07104 0.34572 0.93462
S 0.90937 -0.79812 1.71409
H -1.79921 1.22873 0.81193
H -1.86217 -0.41107 1.52207
H -1.02576 -1.37663 -0.69941
H -2.17769 0.62088 -2.25176
H -0.49020 0.16021 -2.51111
H -0.89817 1.54978 -1.48672
H 2.88665 -1.37664 0.46596
H 3.24977 -0.24354 1.78863
H 2.44024 0.35126 0.30856
```

Molar mass = 103.190 Da
Total charge = 0
Spin multiplicity = 1
ΔE to the lowest compared entry with this formula, charge and spin = 76.5 kcal per mole
E = -16616.1357 eV
Gap between HOMO and LUMO (alpha / beta) = 8.17 / 7.84 eV

---

Entry 6:
Below is a cluster of 20 separate species, C80H140N20 in total at a distorted geometry, with properties calculated with the ωB97M-V functional and the def2-TZVPD basis.

```
240
Properties=species:S:1:pos:R:3
C -5.57169 0.88119 1.79595
C -7.06123 0.76373 2.21431
C -7.36743 0.69738 3.75761
C -6.61079 1.71518 4.50885
N -6.01598 2.39908 5.23956
H -5.52553 0.87614 0.69089
H -4.99333 0.04214 2.10293
H -4.96730 1.71801 2.23094
H -7.50278 -0.14553 1.77990
H -7.57133 1.68426 1.86738
H -7.16387 -0.28279 4.20389
H -8.42115 0.90884 3.98998
C -6.41679 4.55045 0.77450
C -6.14388 5.69599 -0.29382
C -4.71469 6.20537 -0.36777
C -4.28212 7.05349 0.73271
N -3.91011 7.62870 1.65886
H -7.48484 4.27120 0.61453
H -6.37591 4.91861 1.84842
H -5.77130 3.69177 0.63260
H -6.80018 6.58441 -0.03680
H -6.46242 5.32505 -1.28149
H -4.76987 6.85337 -1.26907
H -3.97079 5.41587 -0.53488
C 6.75025 -2.58387 -7.33673
C 6.48574 -3.11663 -5.93744
C 5.03539 -2.95023 -5.47688
C 4.01383 -3.32520 -6.43009
N 3.30679 -3.75652 -7.22775
H 7.75815 -2.79002 -7.64193
H 6.63728 -1.47433 -7.32693
H 5.98977 -2.94034 -8.05091
H 7.13648 -2.51625 -5.29952
H 6.74448 -4.14373 -5.79002
H 4.89905 -1.87069 -5.40056
H 4.86346 -3.35749 -4.48236
C -6.37197 -3.08677 0.44593
C -6.02463 -3.14391 1.95359
C -5.72107 -4.55833 2.46729
C -4.66484 -5.34981 1.85730
N -3.79299 -5.99935 1.47173
H -7.04210 -2.24366 0.16063
H -6.94134 -4.01268 0.18495
H -5.40938 -3.04332 -0.12227
H -6.87488 -2.78864 2.55862
H -5.24326 -2.50123 2.25039
H -6.68771 -5.13276 2.37553
H -5.52206 -4.50712 3.57141
C 5.16761 3.71700 -1.86443
C 3.60578 3.70182 -1.51169
C 3.21918 2.52141 -0.65129
C 3.98464 2.48858 0.58307
N 4.61657 2.49223 1.53940
H 5.35897 4.42853 -2.65104
H 5.51931 2.71683 -2.03206
H 5.81480 4.16097 -1.02059
H 3.08874 3.71267 -2.47025
H 3.24149 4.62303 -1.07874
H 3.31675 1.56411 -1.18300
H 2.18715 2.66647 -0.32358
C -1.47068 2.87520 -3.96376
C -0.92688 2.87314 -2.54801
C -1.77173 3.72538 -1.60260
C -3.16871 3.45564 -1.82956
N -4.27739 3.12264 -1.91751
H -1.51136 3.81704 -4.44295
H -2.50456 2.44541 -3.93035
H -0.80558 2.25767 -4.49424
H 0.08988 3.29075 -2.55942
H -0.95667 1.84954 -2.22178
H -1.55917 4.79146 -1.76535
H -1.57881 3.45538 -0.58540
C -2.38299 -4.34417 -2.38826
C -1.10187 -4.30875 -1.57635
C -1.30432 -4.05002 -0.08906
C -2.18074 -2.98329 0.26235
N -2.95654 -2.16554 0.50419
H -2.87012 -5.28874 -2.14585
H -2.11389 -4.31505 -3.44674
H -2.98661 -3.49037 -2.14974
H -0.30779 -3.74428 -1.94646
H -0.60531 -5.28800 -1.52104
H -0.38584 -3.94196 0.53052
H -1.80833 -4.96619 0.32572
C 3.76001 6.08197 -4.49853
C 2.52903 6.11366 -5.40159
C 1.21982 5.58133 -4.76842
C 1.02728 6.06141 -3.40135
N 0.81409 6.39940 -2.32897
H 4.60766 6.66086 -4.91246
H 4.10904 5.01077 -4.43127
H 3.49001 6.43474 -3.53767
H 2.70152 5.60175 -6.38722
H 2.31496 7.20089 -5.62289
H 1.25175 4.47721 -4.59989
H 0.37191 5.86230 -5.42392
C 2.60979 2.69399 4.26194
C 1.61221 2.54096 5.38682
C 2.27572 2.08342 6.65613
C 3.35436 2.93721 7.13433
N 4.14704 3.64221 7.62242
H 2.23910 3.16785 3.33435
H 2.95149 1.72167 3.94345
H 3.58632 3.14422 4.52709
H 0.77943 1.86116 5.10166
H 1.14928 3.54302 5.57517
H 2.68984 1.01818 6.50475
H 1.60129 1.98774 7.52197
C -2.08723 4.05205 3.34448
C -3.53299 4.34933 3.67800
C -3.84076 4.83894 5.09319
C -3.37045 3.90841 6.03323
N -2.77506 3.09887 6.58750
H -1.65383 3.29622 4.00012
H -1.44243 4.95656 3.51267
H -1.97840 3.77105 2.30234
H -4.16279 3.46362 3.46641
H -3.88324 5.18835 3.04480
H -4.92040 4.91683 5.27329
H -3.36579 5.82901 5.26433
C -5.76548 0.21804 -4.00072
C -5.99930 -0.74033 -2.83027
C -5.04035 -0.27400 -1.73488
C -3.69647 -0.31328 -2.27342
N -2.68747 -0.43377 -2.77192
H -5.96495 1.26427 -3.62023
H -6.50365 -0.00486 -4.76574
H -4.77466 0.13384 -4.45824
H -5.85357 -1.76221 -3.10080
H -6.98680 -0.54439 -2.44552
H -5.03369 -0.97922 -0.89795
H -5.32678 0.69218 -1.28386
C -0.63766 -2.81324 -5.68540
C 0.21577 -1.56719 -5.74300
C 0.67052 -1.07638 -4.32323
C 1.47900 0.16544 -4.56600
N 2.16171 1.09607 -4.68223
H -1.31487 -2.72486 -4.88961
H 0.03144 -3.64594 -5.49009
H -1.06911 -3.03946 -6.69689
H -0.37874 -0.71234 -6.13117
H 1.05084 -1.64422 -6.41003
H 1.34826 -1.75334 -3.87652
H -0.12326 -0.66982 -3.69030
C 0.36954 8.42656 2.36635
C -0.07772 8.33903 0.89591
C -0.58627 6.98993 0.48365
C 0.35759 5.86125 0.63043
N 0.96549 4.94995 0.95797
H 0.85707 9.34782 2.69778
H 1.22297 7.69481 2.49204
H -0.50372 8.23733 3.01528
H 0.76494 8.57840 0.26702
H -0.87739 9.08153 0.68001
H -0.80984 7.09360 -0.56936
H -1.46643 6.68308 1.05138
C 4.95680 -0.76426 -1.40085
C 5.69831 -2.06975 -1.56731
C 5.53310 -2.95933 -0.31958
C 4.17166 -3.47209 -0.27415
N 3.03662 -3.67537 -0.19467
H 3.97755 -1.06050 -0.97082
H 4.98346 -0.19864 -2.32941
H 5.48773 -0.09385 -0.63908
H 6.76266 -1.91299 -1.67647
H 5.34056 -2.64377 -2.44343
H 5.84190 -2.46317 0.60903
H 6.22569 -3.83093 -0.29877
C -1.55946 -0.16530 5.08500
C -2.32993 -0.15882 6.39670
C -3.87369 0.07438 6.28222
C -4.50806 -1.02681 5.52383
N -5.07333 -1.86452 4.96249
H -1.85048 0.72856 4.52741
H -1.81188 -0.98357 4.43406
H -0.49038 -0.18327 5.25664
H -1.94794 0.68000 6.95004
H -2.09165 -1.02420 7.03246
H -3.96516 0.93259 5.65244
H -4.33653 0.20943 7.27480
C 7.00589 -0.48469 1.87677
C 6.10074 -0.26411 3.06365
C 4.75758 -0.94748 3.08680
C 4.68488 -2.43384 3.20881
N 4.72160 -3.59337 3.28013
H 7.36263 -1.48822 1.86910
H 7.80735 0.26431 1.91282
H 6.52571 -0.33774 0.92868
H 6.08245 0.81714 3.22819
H 6.62763 -0.56640 3.96014
H 4.18079 -0.65824 2.25182
H 4.22196 -0.58315 3.97731
C -0.62727 -4.13832 4.83600
C -0.17370 -4.09700 3.41363
C 1.26202 -3.59285 3.03274
C 1.64066 -2.49110 3.92024
N 1.88935 -1.65911 4.64976
H -1.71113 -4.01839 4.81507
H -0.35064 -3.28375 5.47803
H -0.31295 -5.06231 5.31876
H -0.90415 -3.43993 2.96148
H -0.31692 -5.08289 2.86443
H 1.37428 -3.23446 1.98541
H 2.02485 -4.31663 3.18051
C 1.91787 -7.80938 -6.92684
C 1.71218 -6.44743 -6.27222
C 2.43956 -6.33412 -4.93731
C 2.15118 -5.10151 -4.19523
N 2.07672 -4.10123 -3.59088
H 1.33125 -8.53888 -6.39603
H 2.96682 -8.11277 -6.79774
H 1.70059 -7.95732 -8.00646
H 0.65105 -6.25745 -6.07246
H 2.10324 -5.63410 -6.91862
H 3.55215 -6.30935 -4.91486
H 2.15199 -7.14912 -4.25529
C 1.11994 -1.03762 -0.28940
C 1.68423 -0.40170 1.01719
C 0.68353 0.20207 2.03462
C -0.26256 1.03420 1.33478
N -0.85790 1.72394 0.62457
H 0.63557 -1.95695 -0.05439
H 1.95876 -1.20021 -0.99977
H 0.31173 -0.46732 -0.68210
H 2.35547 0.40905 0.68792
H 2.30506 -1.07884 1.58658
H 1.20012 0.91493 2.70055
H 0.16176 -0.56061 2.65154
C 2.25798 -6.94306 0.67134
C 2.94033 -6.51026 1.91025
C 4.15079 -7.44297 2.35222
C 5.13693 -7.71369 1.22339
N 5.84914 -7.96566 0.35588
H 1.78104 -7.94492 0.70456
H 2.92735 -6.96160 -0.17291
H 1.54969 -6.16581 0.43920
H 2.19623 -6.49633 2.70437
H 3.36720 -5.48738 1.80097
H 3.66500 -8.34757 2.64423
H 4.75613 -7.00729 3.14066
```

Molar mass = 1382.140 Da
Total charge = 0
Spin multiplicity = 1
ΔE to the lowest compared entry with this formula, charge and spin = 36.0 kcal per mole
E = -115027.8114 eV
Gap between HOMO and LUMO = 11.22 eV